1.
Entry from the OMol25 dataset: a cluster of 2 separate species, C2H3FO2S in total (ωB97M-V/def2-TZVPD).

Structure (XYZ):
```
9
C2H3FO2S | the OMol25 dataset | ωB97M-V/def2-TZVPD
C 3.370 0.134 0.709
C 2.598 0.769 1.306
O -2.710 -0.902 -1.804
O -2.442 -1.314 0.587
F -2.109 1.033 -0.126
S -1.775 -0.616 -0.436
H 4.112 -0.373 0.117
H -2.972 -0.102 -2.215
H 1.928 1.370 1.861
```

**Energy above the lowest of the compared OMol25 structures with the same formula, charge and spin**: 60.89 kcal per mole
**Kohn-Sham gap**: 0.4264 Eh
**HOMO level**: -0.4042 Ha

These are the Löwdin partial charges, in e, on atoms 1 to 6: C -0.02; C -0.02; O -0.26; O -0.38; F -0.35; S 0.96

---

2.
Entry from the OMol25 dataset: a cluster of 2 separate species, C2H3FS in total (ωB97M-V/def2-TZVPD).

Structure (XYZ):
```
7
C2H3FS | the OMol25 dataset | ωB97M-V/def2-TZVPD
C -1.298 0.094 0.453
C 1.337 0.012 -0.445
F -2.057 0.051 -0.615
S -1.699 -0.039 1.989
H 0.735 -0.389 -1.298
H 2.070 -0.693 -0.028
H 0.912 0.964 -0.057
```

**Energy above the lowest of the compared OMol25 structures with the same formula, charge and spin**: 92.48 kcal per mole
**Kohn-Sham gap (alpha / beta)**: 0.3148 / 0.2874 Eh
**HOMO level (alpha / beta)**: -0.3265 / -0.3252 Ha

These are the Löwdin partial charges, in e, on atoms 1 to 6: C -0.72; C 0.06; F -0.01; S 0.70; H -0.01; H 0.00

---

3.
Entry from the OMol25 dataset: an isolated molecule of C2H3FSi (ωB97M-V/def2-TZVPD).

Structure (XYZ):
```
7
C2H3FSi | the OMol25 dataset | ωB97M-V/def2-TZVPD
C 1.751 -0.612 0.510
C 0.688 -0.116 0.247
Si -0.969 0.488 -0.227
F -1.277 -0.936 -0.900
H 2.676 -1.061 0.737
H -1.017 1.500 -1.268
H -1.853 0.737 0.901
```

**SMILES**: C#C[SiH2]F
**Energy above the lowest of the compared OMol25 structures with the same formula, charge and spin**: 0.00 kcal per mole
**Kohn-Sham gap**: 0.4190 Eh
**HOMO level**: -0.3931 Ha

These are the Löwdin partial charges, in e, on atoms 1 to 6: C 0.04; C -0.24; Si 0.51; F -0.24; H 0.02; H -0.05

---

4.
Entry from the OMol25 dataset: a structure of composition C2H3GaO3 (ωB97M-V/def2-TZVPD).

Structure (XYZ):
```
9
C2H3GaO3 | the OMol25 dataset | ωB97M-V/def2-TZVPD
O 0.973 -0.915 -0.012
C 0.076 -0.024 0.112
O -1.185 -0.530 0.031
O 0.261 1.193 0.115
Ga 2.644 -0.389 -0.166
C -2.267 0.386 -0.012
H -2.196 1.035 -0.896
H -3.177 -0.219 -0.071
H -2.293 1.008 0.892
```

**Energy above the lowest of the compared OMol25 structures with the same formula, charge and spin**: 0.00 kcal per mole
**Kohn-Sham gap**: 0.3606 Eh
**HOMO level**: -0.3564 Ha

These are the Löwdin partial charges, in e, on atoms 1 to 6: O -0.21; C -0.75; O -0.04; O 0.02; Ga 0.76; C -0.06

---

5.
Entry from the OMol25 dataset: a structure of composition C2H3HgLiO (ωB97M-V/def2-TZVPD).

Structure (XYZ):
```
8
C2H3HgLiO | the OMol25 dataset | ωB97M-V/def2-TZVPD
O 1.742 1.067 0.275
C 1.416 0.546 -0.833
Hg 0.275 0.455 1.321
Li -0.189 -0.765 -1.213
H 2.145 0.850 -1.631
C -1.416 -0.530 0.757
H -1.720 -1.512 1.152
H -2.253 -0.111 0.172
```

**Energy above the lowest of the compared OMol25 structures with the same formula, charge and spin**: 18.13 kcal per mole
**Kohn-Sham gap (alpha / beta)**: 0.3278 / 0.2731 Eh
**Spin multiplicity**: 2
**HOMO level (alpha / beta)**: -0.4987 / -0.4976 Ha
**Charge**: +1

These are the Löwdin partial charges, in e, on atoms 1 to 6: O -0.38; C -0.24; Hg 1.21; Li 0.70; H 0.05; C -0.28

---

6.
Entry from the OMol25 dataset: a structure of composition C2H3I2NO (ωB97M-V/def2-TZVPD).

Structure (XYZ):
```
9
C2H3I2NO | the OMol25 dataset | ωB97M-V/def2-TZVPD
C -0.596 -1.459 -0.504
C 3.034 0.442 -1.089
N 0.666 -1.475 -1.120
O -1.362 -0.537 -0.580
I 2.505 -1.326 -0.266
I 2.998 2.086 0.264
H -0.849 -2.386 0.075
H 3.472 0.646 -2.125
H 0.724 -0.565 -1.617
```

**Energy above the lowest of the compared OMol25 structures with the same formula, charge and spin**: 105.01 kcal per mole
**Kohn-Sham gap (alpha / beta)**: 0.2685 / 0.2686 Eh
**HOMO level (alpha / beta)**: -0.2936 / -0.2936 Ha

These are the Löwdin partial charges, in e, on atoms 1 to 6: C -0.46; C -1.24; N -0.41; O 0.04; I 1.36; I 0.59

---

7.
Entry from the OMol25 dataset: a structure of composition C2H3I2NO2 (ωB97M-V/def2-TZVPD).

Structure (XYZ):
```
10
C2H3I2NO2 | the OMol25 dataset | ωB97M-V/def2-TZVPD
C -1.003 -0.012 -0.536
C 0.480 -0.088 -0.295
N 0.552 -0.016 1.189
O 0.323 -0.993 1.873
O 0.854 1.063 1.675
I 1.405 -1.997 -1.046
I 1.577 1.709 -0.969
H -1.320 0.287 -1.587
H -1.442 -0.885 -0.131
H -1.427 0.931 -0.173
```

**Energy above the lowest of the compared OMol25 structures with the same formula, charge and spin**: 71.17 kcal per mole
**Kohn-Sham gap**: 0.3050 Eh
**HOMO level**: -0.3514 Ha

These are the Löwdin partial charges, in e, on atoms 1 to 6: C -0.21; C -1.14; N -0.52; O 0.04; O -0.06; I 0.77

---

8.
Entry from the OMol25 dataset: a cluster of 2 separate species, C2H3I2NO2 in total (ωB97M-V/def2-TZVPD).

Structure (XYZ):
```
10
C2H3I2NO2 | the OMol25 dataset | ωB97M-V/def2-TZVPD
C -0.127 -1.100 0.450
C -0.930 -0.144 0.042
N -1.879 -0.220 -1.077
O -2.508 0.730 -1.346
O -1.845 -1.264 -1.606
I -0.734 1.811 0.770
I 3.668 1.033 0.374
H 4.059 2.338 1.293
H 0.559 -1.046 1.168
H -0.263 -2.138 -0.069
```

**Energy above the lowest of the compared OMol25 structures with the same formula, charge and spin**: 71.19 kcal per mole
**Kohn-Sham gap (alpha / beta)**: 0.2347 / 0.1845 Eh
**Spin multiplicity**: 3
**HOMO level (alpha / beta)**: -0.2381 / -0.3557 Ha

These are the Löwdin partial charges, in e, on atoms 1 to 6: C -0.05; C -0.69; N -0.59; O 0.02; O 0.08; I 1.09

---

9.
Entry from the OMol25 dataset: a cluster of 2 separate species, C2H3I2NS in total (ωB97M-V/def2-TZVPD).

Structure (XYZ):
```
9
C2H3I2NS | the OMol25 dataset | ωB97M-V/def2-TZVPD
C -1.712 -0.008 0.202
C 1.274 -0.371 -0.024
N 0.271 0.521 -0.503
S -2.614 1.210 0.585
I -2.027 -1.898 -0.336
I 0.294 2.496 -0.283
H 0.740 -1.415 -0.242
H 2.378 -0.201 -0.488
H 1.395 -0.334 1.088
```

**Energy above the lowest of the compared OMol25 structures with the same formula, charge and spin**: 4.18 kcal per mole
**Kohn-Sham gap (alpha / beta)**: 0.2327 / 0.2511 Eh
**Spin multiplicity**: 3
**HOMO level (alpha / beta)**: -0.2412 / -0.3270 Ha

These are the Löwdin partial charges, in e, on atoms 1 to 6: C -1.46; C -0.30; N -0.67; S 0.50; I 0.85; I 0.83

---

10.
Entry from the OMol25 dataset: a cluster of 2 separate species, C2H3I3O2 in total (ωB97M-V/def2-TZVPD).

Structure (XYZ):
```
10
C2H3I3O2 | the OMol25 dataset | ωB97M-V/def2-TZVPD
C -0.255 -0.866 0.200
C -0.297 0.640 0.124
O -0.334 -1.508 -0.979
O 0.112 1.371 1.214
I 1.514 -1.319 1.379
I -2.080 1.310 -1.022
I 2.006 1.022 -1.854
H -1.025 -1.110 0.918
H 0.555 -1.873 -1.296
H -0.196 2.332 1.315
```

**Energy above the lowest of the compared OMol25 structures with the same formula, charge and spin**: 41.16 kcal per mole
**Kohn-Sham gap (alpha / beta)**: 0.2674 / 0.2372 Eh
**HOMO level (alpha / beta)**: -0.3223 / -0.3164 Ha

These are the Löwdin partial charges, in e, on atoms 1 to 6: C -0.94; C -0.84; O -0.16; O -0.15; I 0.87; I 0.81

---

11.
Entry from the OMol25 dataset: a structure of composition C2H3I3S (ωB97M-V/def2-TZVPD).

Structure (XYZ):
```
9
C2H3I3S | the OMol25 dataset | ωB97M-V/def2-TZVPD
C 1.847 -0.398 1.082
C -1.425 0.207 -0.974
S 1.396 0.396 -0.313
I -2.281 2.226 -1.044
I -1.996 -0.758 0.797
I -1.548 -1.066 -2.680
H 1.264 -0.159 1.936
H 2.376 -1.360 1.017
H 0.366 0.911 0.180
```

**Energy above the lowest of the compared OMol25 structures with the same formula, charge and spin**: 73.64 kcal per mole
**Kohn-Sham gap (alpha / beta)**: 0.2732 / 0.2104 Eh
**HOMO level (alpha / beta)**: -0.3083 / -0.2749 Ha

These are the Löwdin partial charges, in e, on atoms 1 to 6: C -0.45; C -1.91; S 0.73; I 0.59; I 0.66; I 0.63

---

12.
Entry from the OMol25 dataset: an isolated molecule of C2H3IN2 (ωB97M-V/def2-TZVPD).

Structure (XYZ):
```
8
C2H3IN2 | the OMol25 dataset | ωB97M-V/def2-TZVPD
C 1.361 0.998 -0.030
N 0.711 0.096 0.588
N 0.063 -0.983 0.185
C -1.229 -1.117 -0.116
I -2.668 0.460 -0.260
H 1.958 1.632 0.639
H 1.289 1.020 -1.190
H -1.486 -2.108 0.185
```

**SMILES**: C=N/N=C\I
**Energy above the lowest of the compared OMol25 structures with the same formula, charge and spin**: 29.76 kcal per mole
**Kohn-Sham gap**: 0.3411 Eh
**HOMO level**: -0.3335 Ha

These are the Löwdin partial charges, in e, on atoms 1 to 6: C -0.04; N -0.10; N -0.10; C -0.64; I 0.67; H 0.07

---

13.
Entry from the OMol25 dataset: a cluster of 2 separate species, C2H3INO2 in total (ωB97M-V/def2-TZVPD).

Structure (XYZ):
```
9
C2H3INO2 | the OMol25 dataset | ωB97M-V/def2-TZVPD
C 5.522 -0.906 -0.415
C 0.404 0.435 -0.040
N 1.221 -0.730 -0.155
O 5.471 -2.010 -0.507
O 2.400 -0.534 -0.155
I 5.109 1.014 -0.189
H 0.943 1.443 0.071
H -0.362 0.127 0.832
H -0.148 0.473 -0.891
```

**Energy above the lowest of the compared OMol25 structures with the same formula, charge and spin**: 41.21 kcal per mole
**Kohn-Sham gap**: 0.2335 Eh
**HOMO level**: -0.4736 Ha
**Charge**: +1

These are the Löwdin partial charges, in e, on atoms 1 to 6: C -0.61; C -0.09; N -0.09; O 0.27; O -0.14; I 1.35

---

14.
Entry from the OMol25 dataset: the ion C2H3INOS with charge +1 (ωB97M-V/def2-TZVPD).

Structure (XYZ):
```
9
C2H3INOS | the OMol25 dataset | ωB97M-V/def2-TZVPD
C -0.216 -0.506 -0.204
C -0.395 0.595 -0.788
N -0.208 -1.600 0.730
O -0.813 2.914 -0.252
S -0.109 2.299 -1.346
I 2.265 1.941 -1.090
H -1.049 -2.317 0.633
H -0.205 -1.346 1.685
H 0.730 -1.980 0.634
```

**Energy above the lowest of the compared OMol25 structures with the same formula, charge and spin**: 30.22 kcal per mole
**Kohn-Sham gap**: 0.3197 Eh
**HOMO level**: -0.4966 Ha
**Charge**: +1

These are the Löwdin partial charges, in e, on atoms 1 to 6: C -0.10; C -0.26; N 0.21; O -0.51; S 0.47; I 0.60

---

15.
Entry from the OMol25 dataset: the ion C2H3INOS with charge +1 (ωB97M-V/def2-TZVPD).

Structure (XYZ):
```
9
C2H3INOS | the OMol25 dataset | ωB97M-V/def2-TZVPD
C -0.672 -0.084 0.223
C 0.143 0.237 1.155
N -0.033 -0.768 -1.014
O 1.791 1.974 1.587
S 1.178 0.860 2.268
I -2.718 0.439 -0.248
H -0.404 -0.129 -1.709
H -0.362 -1.782 -1.278
H 1.077 -0.747 -0.982
```

**Energy above the lowest of the compared OMol25 structures with the same formula, charge and spin**: 7.23 kcal per mole
**Kohn-Sham gap (alpha / beta)**: 0.3059 / 0.3059 Eh
**HOMO level (alpha / beta)**: -0.5146 / -0.5146 Ha
**Charge**: +1

These are the Löwdin partial charges, in e, on atoms 1 to 6: C -0.75; C -0.37; N 0.10; O -0.48; S 1.02; I 0.95

---

16.
Entry from the OMol25 dataset: a structure of composition C2H3LaO2P (ωB97M-V/def2-TZVPD).

Structure (XYZ):
```
9
C2H3LaO2P | the OMol25 dataset | ωB97M-V/def2-TZVPD
H 0.828 -0.759 -1.268
O -1.624 0.963 -0.211
C -0.493 0.928 -0.706
H -0.168 1.669 -1.452
C 0.405 -0.210 -0.420
O -0.057 -0.985 0.665
La -2.537 -0.599 1.352
P 1.337 -0.012 1.184
H 2.310 -0.995 0.857
```

**Energy above the lowest of the compared OMol25 structures with the same formula, charge and spin**: 0.00 kcal per mole
**Kohn-Sham gap**: 0.2919 Eh
**HOMO level**: -0.8546 Ha
**Charge**: +3

These are the Löwdin partial charges, in e, on atoms 1 to 6: H 0.18; O -0.16; C -0.11; H 0.19; C -0.44; O -0.56

---

17.
Entry from the OMol25 dataset: a structure of composition C2H3LiO2Rh (ωB97M-V/def2-TZVPD).

Structure (XYZ):
```
9
C2H3LiO2Rh | the OMol25 dataset | ωB97M-V/def2-TZVPD
H 3.346 0.504 -0.140
O -0.921 0.904 -0.187
C -1.157 -0.356 -0.136
C -0.057 -1.211 0.151
O 1.093 -0.695 0.335
Li -1.079 2.716 0.323
Rh 1.122 1.175 -0.234
H -2.184 -0.736 -0.183
H -0.164 -2.300 0.071
```

**Energy above the lowest of the compared OMol25 structures with the same formula, charge and spin**: 0.00 kcal per mole
**Kohn-Sham gap (alpha / beta)**: 0.2930 / 0.3089 Eh
**Spin multiplicity**: 6
**HOMO level (alpha / beta)**: -0.6712 / -0.7717 Ha
**Charge**: +2

These are the Löwdin partial charges, in e, on atoms 1 to 6: H 0.23; O -0.29; C -0.13; C -0.11; O -0.15; Li 0.88

---

18.
Entry from the OMol25 dataset: a structure of composition C2H3LiORu (ωB97M-V/def2-TZVPD).

Structure (XYZ):
```
8
C2H3LiORu | the OMol25 dataset | ωB97M-V/def2-TZVPD
O 1.659 0.315 -0.377
C 1.727 0.111 -1.731
Li 0.261 -2.212 0.749
Ru 3.377 -1.434 -0.258
H 2.774 0.104 -2.088
C 0.838 -1.209 -2.192
H 1.125 -1.568 -3.189
H -0.251 -1.022 -2.140
```

**Kohn-Sham gap (alpha / beta)**: 0.2555 / 0.2800 Eh
**Spin multiplicity**: 7
**HOMO level (alpha / beta)**: -0.6385 / -0.7387 Ha
**Charge**: +2

These are the Löwdin partial charges, in e, on atoms 1 to 6: O -0.25; C -0.14; Li 0.83; Ru 1.21; H 0.08; C 0.11

---

19.
Entry from the OMol25 dataset: the ion C2H3N2O with charge +1 (ωB97M-V/def2-TZVPD).

Structure (XYZ):
```
8
C2H3N2O | the OMol25 dataset | ωB97M-V/def2-TZVPD
C -0.048 -0.112 0.013
N -0.486 -1.388 -0.058
N 0.228 -2.460 -0.173
C -0.937 -3.076 -0.125
O -1.902 -3.629 0.018
H 1.020 0.084 0.096
H -0.690 0.412 0.749
H -0.472 0.375 -0.900
```

**SMILES**: C[n+]1nc1=O
**Energy above the lowest of the compared OMol25 structures with the same formula, charge and spin**: 88.31 kcal per mole
**Kohn-Sham gap**: 0.3566 Eh
**HOMO level**: -0.6373 Ha
**Charge**: +1

These are the Löwdin partial charges, in e, on atoms 1 to 6: C -0.01; N 0.04; N 0.27; C -0.14; O 0.40; H 0.12

---

20.
Entry from the OMol25 dataset: a cluster of 2 separate species, C2H3N2O in total (ωB97M-V/def2-TZVPD).

Structure (XYZ):
```
8
C2H3N2O | the OMol25 dataset | ωB97M-V/def2-TZVPD
C 0.544 -0.591 -0.866
C 0.073 1.052 0.616
N -1.406 -1.750 -0.116
N -0.527 -1.311 -0.664
O 1.559 -0.768 -1.394
H -0.443 1.683 -0.102
H 0.943 1.037 1.263
H -0.743 0.648 1.264
```

**Energy above the lowest of the compared OMol25 structures with the same formula, charge and spin**: 124.85 kcal per mole
**Kohn-Sham gap (alpha / beta)**: 0.2934 / 0.2934 Eh
**HOMO level (alpha / beta)**: -0.5840 / -0.5840 Ha
**Charge**: +1

These are the Löwdin partial charges, in e, on atoms 1 to 6: C -0.27; C 0.23; N 0.44; N 0.13; O 0.27; H 0.06